11
Properties=species:S:1:pos:R:3 method="wB97M-V/def2-TZVPD" total_energy_ev=-7301.8174 smiles="CC=O.C=O" e_homo_ev=-9.698 de_lowest_kcal_mol=42.9 gap_ev=10.28
O 0.4652 1.2622 0.9674
O -1.2049 -0.7055 -0.9311
C 1.5820 -0.8071 0.5660
C 0.4802 0.0634 1.1073
C -1.3094 0.3016 -1.5873
H 1.3591 -0.8878 -0.4967
H 2.5495 -0.3722 0.8047
H 1.5840 -1.8288 0.9448
H -1.1278 0.2811 -2.6723
H -1.4659 1.2517 -1.0577
H -0.3736 -0.4314 1.6014

11
Properties=species:S:1:pos:R:3 method="wB97M-V/def2-TZVPD" total_energy_ev=-7300.7219 smiles="C=CO.C=O" e_homo_ev=-8.756 de_lowest_kcal_mol=68.2 gap_ev=9.26
O -1.1437 0.8708 0.8268
O -0.4428 -1.1899 -1.1463
C 0.8047 -1.3522 -0.6142
C 1.5008 -0.4719 0.1029
C -0.6985 1.9858 0.8270
H -0.9398 -0.5712 -0.5932
H 0.2744 2.1103 0.2704
H -1.1381 2.8097 1.4177
H 2.3594 -0.8160 0.7307
H 1.6640 0.5148 -0.3047
H 1.0344 -2.4047 -0.6587

11
Properties=species:S:1:pos:R:3 method="wB97M-V/def2-TZVPD" total_energy_ev=-7301.2289 smiles="C=CO.C=O" e_homo_ev=-8.548 de_lowest_kcal_mol=56.5 gap_ev=8.70
O 0.9570 -0.0119 0.8924
O -1.7703 -0.1724 0.2156
C -2.6535 -0.9456 0.4019
C 1.2185 0.3323 -0.4042
C 2.3540 0.9915 -0.6496
H 0.0159 -0.0502 1.0961
H 3.0682 1.2520 0.1117
H 0.4148 0.0989 -1.0990
H -2.9977 -1.6979 -0.3281
H 2.4644 1.4026 -1.6426
H -3.0715 -1.1994 1.4059

11
Properties=species:S:1:pos:R:3 method="wB97M-V/def2-TZVPD" total_energy_ev=-7298.2906 smiles="C=COOC" e_homo_ev=-9.287 de_lowest_kcal_mol=124.2 gap_ev=9.92
O -0.9088 -0.7742 -0.5363
O -0.1523 0.1149 0.4987
C -0.6369 0.4157 1.7839
C 0.1665 -0.9256 -1.3781
C 0.8251 0.1797 -1.7221
H 0.3546 1.1361 -1.5152
H 0.5512 -1.9401 -1.5027
H -0.7721 -0.4496 2.4400
H -1.5080 1.0789 1.7991
H 0.2218 0.9919 2.1729
H 1.8588 0.1724 -2.0402

Looking at LUMO energy for the records above, in order, we have 0.0212, 0.0184, 0.0056, 0.0233 hartree.
Looking at maximum force for the records above, in order, we have 1.05, 2.22, 2.39, 1.26 eV/Å.